(1)
# C19H68O15

A cluster of 15 separate species, C19H68O15 in total (ωB97M-V/def2-TZVPD, the Open Molecules 2025 dataset).

HOMO in eV: -9.2
Energy above the lowest of the compared OMol25 structures with the same formula, charge and spin in kJ/mol: 76.53
DFT total energy in eV: -51514.133
LUMO energy in eV: 0.23
Frontier orbital gap in eV: 9.435
2S+1: 1
Net charge: 0

Positions of all 102 atoms, in Å:
C: -3.25999 -4.26125 0.22691
O: -2.21920 -3.55691 0.94146
H: -4.22207 -4.37352 0.76833
H: -3.46937 -3.77980 -0.74015
H: -2.86481 -5.26923 0.03901
H: -2.55521 -2.64593 1.04903
C: -3.48851 2.37394 2.01299
O: -2.56808 1.29348 1.96421
H: -3.03373 3.31878 1.66934
H: -4.31423 2.15600 1.30753
H: -3.89791 2.48428 3.00779
H: -2.10439 1.33384 2.80319
C: 3.09690 -3.61317 -3.19568
O: 2.17971 -2.87786 -2.41718
H: 3.69693 -4.14259 -2.45212
H: 2.56504 -4.37184 -3.79494
H: 3.76296 -2.98564 -3.78815
H: 1.35918 -2.68109 -2.92463
C: 1.38745 1.63953 -3.16915
O: 2.59439 2.22079 -2.74885
H: 1.12019 1.95200 -4.19330
H: 1.58298 0.56803 -3.25382
H: 0.60582 1.80644 -2.45652
H: 2.32875 3.07911 -2.41829
C: 1.92365 4.37516 0.29961
O: 0.94459 3.92253 -0.66382
H: 2.68210 3.62059 0.38032
H: 2.38030 5.27656 -0.11199
H: 1.49535 4.61233 1.26230
H: 0.44787 3.19656 -0.27209
C: -3.23034 -0.05917 -2.98260
O: -3.51211 0.23271 -1.60803
H: -3.77282 0.54701 -3.71484
H: -2.14996 0.08902 -3.03774
H: -3.48655 -1.12731 -3.18301
H: -3.92120 1.12489 -1.62535
C: -0.88900 4.59209 3.52899
O: 0.51706 4.44327 3.55279
H: -1.07146 5.32096 2.71082
H: -1.34243 3.61803 3.24639
H: -1.29118 4.99359 4.43428
H: 0.75238 3.56025 3.29908
C: -0.27033 -2.42294 2.81799
O: 0.08019 -3.66255 2.29066
H: -1.25986 -2.40227 3.31040
H: 0.46677 -2.10618 3.59501
H: -0.21730 -1.66462 2.04416
H: -0.58937 -3.93495 1.63415
C: 0.42212 1.15922 3.86188
O: -0.97451 1.17494 4.26108
H: 0.82975 0.15836 3.88617
H: 0.42353 1.54312 2.84015
H: 1.02524 1.79865 4.49602
H: -1.11529 0.53630 4.96512
O: -3.45249 -1.08964 0.91018
H: -2.99215 -0.28021 1.13381
H: -3.72508 -0.98131 -0.01052
C: 4.84644 0.60063 0.53078
C: 4.32095 0.98356 1.84850
O: 4.85114 2.26580 2.34230
H: 4.30389 -0.27136 0.16619
H: 5.92982 0.45612 0.57127
H: 4.62596 1.42467 -0.16667
H: 4.56277 0.21292 2.59301
H: 3.22644 0.95910 1.78420
H: 4.17041 2.91774 2.14760
C: -1.30819 -4.74112 -3.61373
C: -1.23002 -3.47253 -2.77725
O: -0.30788 -2.48519 -3.34345
H: -2.08306 -5.43462 -3.27005
H: -0.28289 -5.20689 -3.59661
H: -1.47394 -4.50788 -4.67600
H: -0.81708 -3.67655 -1.78818
H: -2.21649 -2.99356 -2.67187
H: -0.68816 -2.08307 -4.12093
C: -2.02432 3.26293 -2.59264
C: -3.10929 3.97442 -1.88149
O: -4.22399 2.98006 -1.74156
H: -1.13334 3.89965 -2.71835
H: -2.26100 2.84661 -3.56385
H: -1.68006 2.44387 -1.96862
H: -3.42836 4.89486 -2.37414
H: -2.74572 4.25981 -0.89124
H: -4.97394 3.23398 -1.21632
C: -0.13517 -0.60487 -0.66591
C: 0.55720 0.49543 0.12893
O: -0.21263 1.62263 0.32045
H: 0.37375 -1.56207 -0.63503
H: -0.37445 -0.39622 -1.69719
H: -1.10360 -0.74414 -0.20005
H: 1.51357 0.83595 -0.30443
H: 0.80956 0.13405 1.13971
H: -1.04281 1.35647 0.72258
C: 4.07035 -3.29137 2.18994
C: 2.99707 -3.03266 1.13863
O: 3.62983 -2.58370 -0.05755
H: 4.71566 -4.13929 1.86175
H: 3.59016 -3.55305 3.11140
H: 4.70061 -2.39829 2.36955
H: 2.37167 -2.25101 1.51042
H: 2.29894 -3.86202 1.06673
H: 2.97992 -2.60210 -0.79926

Results of the Mulliken charge analysis, in e, for atoms 1 through 8:
1. C -0.7077
2. O -0.3805
3. H 0.2787
4. H 0.1461
5. H 0.3084
6. H 0.3344
7. C -0.6073
8. O -0.8766

(2)
# C10H10N13RuSTe4

A structure of composition C10H10N13RuSTe4 (ωB97M-V/def2-TZVPD, the Open Molecules 2025 dataset).

HOMO (alpha / beta) in eV: -0.4 / -2.2
Energy above the lowest of the compared OMol25 structures with the same formula, charge and spin in kJ/mol: 280.07
DFT total energy in eV: -72490.778
LUMO energy (alpha / beta) in eV: 3.74 / 3.15
⟨S²⟩: 8.805
Frontier orbital gap (alpha / beta) in eV: 4.146 / 5.391
2S+1: 6
Net charge: -2

Positions of all 39 atoms, in Å:
Ru: 0.62913 -0.49504 0.98457
C: -2.29456 1.77061 -1.45240
C: -1.10433 0.98724 -0.99264
N: -0.95349 0.63137 0.29317
N: -1.82379 1.16935 1.21993
C: -1.44560 1.09504 2.43821
N: -2.19416 1.68289 3.44889
S: 0.14235 0.44161 2.89453
C: -0.08456 0.61836 -1.88803
C: -0.19455 0.81374 -3.29182
C: 0.77801 0.32871 -4.11991
C: 1.90561 -0.30719 -3.57011
C: 1.99194 -0.38705 -2.19332
N: 1.05440 0.06051 -1.37167
H: -2.92200 2.01937 -0.60370
H: -2.88613 1.18436 -2.16321
H: -1.97407 2.69351 -1.94569
H: -3.12714 1.92690 3.15656
H: -2.13945 1.23643 4.34891
H: -1.07245 1.30735 -3.68533
H: 0.68832 0.44053 -5.19508
H: 2.68018 -0.73570 -4.19184
H: 2.86963 -0.80799 -1.71305
N: -0.74216 -2.53245 2.05508
C: 0.62077 -2.83619 2.29572
N: 1.06165 -3.85319 3.00525
N: 2.40067 -3.66010 3.05491
N: 2.73465 -2.58833 2.41298
N: 1.62130 -2.03044 1.91153
C: -1.03780 -2.34008 0.68448
N: -2.26127 -2.44343 0.20547
N: -2.09231 -2.28519 -1.12550
N: -0.85517 -2.08684 -1.41041
N: -0.11296 -2.13178 -0.26824
H: -1.37567 -3.18805 2.48772
Te: 1.88674 1.43507 1.26475
Te: 0.87102 3.44637 0.07168
Te: 5.24857 5.73291 1.59450
Te: 3.50869 3.68681 1.35310

Results of the Mulliken charge analysis, in e, for atoms 1 through 8:
1. Ru -0.0646
2. C -1.8262
3. C 0.1410
4. N 1.5549
5. N -1.3966
6. C 0.4145
7. N -0.5386
8. S -0.4676

(3)
# C19H49O21PtS6

A structure of composition C19H49O21PtS6 (ωB97M-V/def2-TZVPD, the Open Molecules 2025 dataset).

HOMO (alpha / beta) in eV: -5.2 / -8.9
DFT total energy in eV: -131742.680
LUMO energy (alpha / beta) in eV: 0.24 / -0.55
⟨S²⟩: 3.755
Frontier orbital gap (alpha / beta) in eV: 5.427 / 8.312
2S+1: 4
Net charge: 0

Positions of all 96 atoms, in Å:
Pt: 17.19400 -10.43613 -9.51285
O: 18.04557 -9.79668 -13.40451
C: 17.88163 -9.80006 -12.10982
O: 16.95270 -9.28099 -11.46506
O: 18.61483 -10.54406 -11.48638
H: 18.82874 -10.34203 -13.30039
O: 23.31396 -8.08620 -12.67106
S: 23.32560 -9.29740 -13.47940
O: 23.52592 -9.15285 -14.95378
O: 24.54868 -10.24796 -12.81628
C: 24.78434 -10.13828 -11.37167
C: 25.77180 -11.28440 -10.94030
C: 21.84652 -10.28674 -13.05442
H: 23.84743 -10.11176 -10.81525
H: 25.25512 -9.19033 -11.11119
H: 26.20667 -11.73900 -11.83043
H: 25.12130 -12.07874 -10.57429
H: 26.62838 -11.03641 -10.31351
H: 22.12238 -11.32676 -13.22866
H: 20.90568 -10.04225 -13.54753
H: 21.65812 -10.27880 -11.98086
O: 15.04299 -10.28533 -9.85544
S: 13.61684 -10.27646 -9.61638
O: 12.80138 -9.11271 -9.93767
O: 12.90850 -11.55671 -10.41212
C: 11.54940 -11.49135 -10.70580
C: 11.16780 -12.77779 -11.54751
C: 13.32046 -10.85139 -7.97237
H: 11.37681 -10.66557 -11.39602
H: 10.95818 -11.38679 -9.79606
H: 11.56373 -12.87423 -12.55847
H: 10.11253 -12.89000 -11.79632
H: 11.52435 -13.59362 -10.91870
H: 13.82404 -11.80743 -7.82922
H: 12.25214 -11.06734 -7.98527
H: 13.67895 -10.07922 -7.29168
O: 16.85428 -6.10942 -7.86687
S: 15.97173 -7.16882 -8.34346
O: 16.41816 -8.55189 -8.45153
O: 14.60013 -7.18563 -7.33248
C: 13.90782 -5.92934 -7.16758
C: 14.16201 -5.45583 -5.66615
C: 15.26490 -6.62925 -9.91256
H: 12.85459 -6.15991 -7.32776
H: 14.18365 -5.15547 -7.88391
H: 13.41853 -4.68977 -5.44595
H: 15.18932 -5.12320 -5.51755
H: 13.95172 -6.33450 -5.05638
H: 15.12724 -5.55020 -9.84329
H: 14.31699 -7.12143 -10.13011
H: 15.97537 -6.81331 -10.71845
O: 17.60805 -10.18789 -18.29834
S: 18.23885 -8.89822 -18.36935
O: 18.17151 -8.11721 -19.60477
O: 17.74366 -7.88697 -17.18092
C: 17.76726 -8.26967 -15.85638
C: 16.89226 -7.28646 -15.03433
C: 20.05447 -9.05498 -17.91744
H: 18.77513 -8.31045 -15.44332
H: 17.27410 -9.24009 -15.79997
H: 16.77289 -7.69453 -14.03067
H: 15.89528 -7.43579 -15.44885
H: 17.13635 -6.22599 -14.97170
H: 20.62010 -9.44850 -18.76202
H: 20.01201 -9.66750 -17.01682
H: 20.44590 -8.05856 -17.71243
O: 19.47227 -14.14039 -13.70936
S: 19.51222 -13.37085 -14.93919
O: 20.20982 -12.07875 -14.91905
O: 20.07482 -14.31001 -16.19376
C: 19.60077 -15.63630 -16.26415
C: 20.16165 -16.23098 -17.50962
C: 17.80608 -13.11667 -15.46033
H: 18.51783 -15.69935 -16.37079
H: 19.98522 -16.12394 -15.36832
H: 20.03909 -15.57435 -18.37097
H: 19.77906 -17.20560 -17.81264
H: 21.23294 -16.35623 -17.35225
H: 17.82447 -12.75371 -16.48795
H: 17.27371 -12.42455 -14.80792
H: 17.22218 -14.03555 -15.51352
O: 19.72256 -14.35086 -9.12929
S: 19.90834 -12.98869 -8.73218
O: 18.79112 -12.04465 -8.68225
O: 20.44743 -13.07013 -7.12124
C: 21.45083 -13.92606 -6.68141
C: 21.18300 -14.42514 -5.26444
C: 21.32810 -12.23443 -9.50018
H: 22.43740 -13.46716 -6.74604
H: 21.42144 -14.81119 -7.31685
H: 22.05017 -15.03982 -5.02302
H: 20.26774 -14.99493 -5.10397
H: 21.08368 -13.55768 -4.61194
H: 21.64980 -11.32076 -9.00036
H: 20.87573 -11.87511 -10.42449
H: 22.10440 -12.96849 -9.71603

Results of the Mulliken charge analysis, in e, for atoms 1 through 8:
1. Pt 1.2190
2. O 0.1585
3. C 0.8243
4. O -0.8759
5. O -0.8928
6. H -0.1216
7. O -0.6271
8. S 1.1158

(4)
# C34H44Br2N12OSiSr

A structure of composition C34H44Br2N12OSiSr (ωB97M-V/def2-TZVPD, the Open Molecules 2025 dataset).

HOMO in eV: -6.7
Energy above the lowest of the compared OMol25 structures with the same formula, charge and spin in kJ/mol: 41.23
DFT total energy in eV: -204701.696
LUMO energy in eV: -0.03
Frontier orbital gap in eV: 6.621
2S+1: 1
Net charge: 0

Positions of all 95 atoms, in Å:
Sr: 0.31753 0.10951 0.06207
C: 2.69388 2.76499 -0.99857
C: 3.00410 1.58380 -1.87567
C: 4.13501 1.60724 -2.72151
C: 4.41136 0.52927 -3.50434
C: 3.56031 -0.60021 -3.48844
C: 3.76901 -1.77114 -4.24855
Br: 5.27585 -1.92791 -5.39586
C: 2.89336 -2.81253 -4.16304
C: 1.76447 -2.72692 -3.34130
Br: 0.61125 -4.23527 -3.28845
C: 1.43796 -1.60714 -2.56798
O: 0.38843 -1.48500 -1.84280
C: 2.42864 -0.53488 -2.64528
N: 2.19700 0.54922 -1.84635
H: 2.51320 3.65227 -1.60942
H: 3.53405 2.99093 -0.33961
H: 1.80846 2.59654 -0.38549
H: 4.77367 2.48130 -2.73107
H: 5.28116 0.52646 -4.14761
H: 3.06108 -3.71347 -4.73651
C: -2.61901 -2.08676 3.83380
N: -1.22827 -1.81554 4.15756
C: -1.00835 -1.16064 5.44460
C: -0.35264 -1.64616 3.11444
N: -0.65784 -1.59530 1.87674
N: 0.97858 -1.63177 3.55804
C: 2.14760 -1.36640 2.86766
N: 3.25242 -1.84036 3.52628
N: 2.19144 -0.73080 1.75842
H: -3.11415 -2.44957 4.73277
H: -2.68805 -2.86124 3.07210
H: -3.14235 -1.19369 3.47748
H: -0.84787 -1.88604 6.24664
H: -1.88601 -0.56396 5.69639
H: -0.16182 -0.47949 5.39841
H: -1.66697 -1.61316 1.75476
H: 1.10177 -2.06278 4.45657
H: 3.19377 -2.29424 4.41814
H: 4.16136 -1.54856 3.21986
H: 3.15148 -0.64970 1.43772
C: -0.24192 2.32845 1.65186
Si: -1.50845 3.28460 0.81694
C: -1.34652 3.12782 -1.08298
N: -1.14245 1.76038 -1.60372
C: -2.36273 0.92361 -1.57891
C: -3.05764 0.77504 -2.93966
C: -2.96322 2.06762 -3.74197
C: -1.49117 2.42849 -3.99805
C: -0.57615 1.76655 -2.96067
C: -3.22698 2.71692 1.40565
C: -3.48677 1.37897 1.72454
C: -4.73871 0.95784 2.15462
C: -5.77117 1.87530 2.28968
C: -5.53912 3.20963 1.99360
C: -4.28466 3.61951 1.55873
C: -1.49304 5.17165 1.04132
C: -2.18879 6.05016 0.20140
C: -2.14827 7.42521 0.39224
C: -1.40093 7.95633 1.43458
C: -0.69725 7.10727 2.27610
C: -0.74280 5.73311 2.07580
H: -0.53616 2.01175 2.65748
H: 0.75512 2.78095 1.69579
H: -0.42786 3.68544 -1.30775
H: -2.14922 3.65757 -1.61436
H: -3.05311 1.35144 -0.85438
H: -2.11206 -0.09059 -1.22241
H: -4.09983 0.49724 -2.77896
H: -2.60447 -0.04384 -3.50499
H: -3.45751 2.86746 -3.18450
H: -3.50469 1.96657 -4.68356
H: -1.36206 3.51213 -3.98258
H: -1.17828 2.08912 -4.98867
H: 0.38803 2.27662 -2.93086
H: -0.37644 0.72777 -3.23441
H: -2.68992 0.64658 1.63731
H: -4.90643 -0.09037 2.37041
H: -6.74850 1.55199 2.62665
H: -6.33442 3.93685 2.10403
H: -4.12553 4.66956 1.34622
H: -2.77927 5.65437 -0.61889
H: -2.69778 8.08241 -0.27084
H: -1.36643 9.02781 1.58811
H: -0.11048 7.51822 3.08897
H: -0.18775 5.07283 2.73347
N: -2.34488 -3.63000 -1.93529
N: -3.10606 -2.79731 -1.13600
N: -4.06769 -2.03808 -1.60722
C: -4.48170 -1.43455 -0.49182
N: -3.78956 -1.82362 0.58180
N: -2.92154 -2.72307 0.14248
H: -2.48139 -3.30864 -2.88681
H: -1.36916 -3.46793 -1.69274
H: -5.26503 -0.69663 -0.46948

Results of the Mulliken charge analysis, in e, for atoms 1 through 8:
1. Sr 1.3983
2. C -1.0682
3. C 0.3024
4. C -1.1167
5. C -0.9439
6. C 0.6899
7. C -0.0206
8. Br -0.2634